[1]
{
  "formula": "C44H68Br4O30",
  "method": "the ωB97M-V functional and the def2-TZVPD basis",
  "elements": ["C", "C", "C", "O", "C", "O", "O", "H", "H", "H", "H", "H", "H", "C", "C", "C", "O", "C", "O", "O", "H", "H", "H", "H", "H", "H", "C", "C", "C", "O", "C", "O", "O", "H", "H", "H", "H", "H", "H", "C", "C", "C", "O", "C", "O", "O", "H", "H", "H", "H", "H", "H", "C", "C", "C", "O", "C", "O", "O", "H", "H", "H", "H", "H", "H", "C", "C", "C", "O", "C", "O", "O", "H", "H", "H", "H", "H", "H", "C", "C", "C", "O", "C", "O", "O", "H", "H", "H", "H", "H", "H", "C", "C", "C", "O", "C", "O", "O", "H", "H", "H", "H", "H", "H", "C", "C", "C", "O", "C", "O", "O", "H", "H", "H", "H", "H", "H", "C", "C", "C", "O", "C", "O", "O", "H", "H", "H", "H", "H", "H", "Br", "C", "C", "Br", "H", "H", "H", "H", "Br", "C", "C", "Br", "H", "H", "H", "H"],
  "xyz": [[1.811, 3.721, 0.512], [1.429, 5.179, 0.351], [2.693, 6.071, 0.273], [2.612, 6.609, -1.057], [1.455, 6.321, -1.639], [1.071, 6.713, -2.700], [0.775, 5.424, -0.896], [2.673, 3.543, 1.153], [2.065, 3.195, -0.412], [0.922, 3.180, 0.836], [0.840, 5.573, 1.175], [3.633, 5.522, 0.216], [2.743, 6.879, 0.999], [1.362, 3.116, -3.335], [1.812, 2.506, -4.653], [0.685, 2.198, -5.648], [1.185, 2.724, -6.849], [2.282, 3.446, -6.654], [2.866, 4.011, -7.522], [2.586, 3.493, -5.336], [2.215, 3.460, -2.748], [0.825, 2.355, -2.762], [0.709, 3.982, -3.447], [2.321, 1.557, -4.455], [-0.242, 2.652, -5.286], [0.537, 1.118, -5.670], [6.223, -3.298, -0.657], [6.234, -3.040, 0.844], [7.350, -2.097, 1.278], [6.706, -1.269, 2.257], [5.357, -1.349, 2.073], [4.596, -0.601, 2.585], [5.067, -2.236, 1.123], [5.969, -2.391, -1.199], [5.450, -4.048, -0.830], [7.179, -3.729, -0.956], [6.037, -3.947, 1.415], [7.715, -1.509, 0.436], [8.190, -2.655, 1.687], [-3.208, 3.787, 3.134], [-2.236, 4.497, 4.076], [-1.027, 3.647, 4.494], [0.052, 4.567, 4.478], [-0.295, 5.630, 3.747], [0.461, 6.487, 3.410], [-1.604, 5.580, 3.395], [-3.973, 4.510, 2.846], [-3.657, 2.904, 3.579], [-2.684, 3.584, 2.199], [-2.756, 4.840, 4.974], [-0.804, 2.733, 3.933], [-1.103, 3.249, 5.511], [-4.523, 1.335, -0.796], [-5.461, 2.407, -1.306], [-6.454, 1.896, -2.322], [-7.722, 2.357, -1.895], [-7.592, 2.904, -0.660], [-8.477, 3.419, -0.049], [-6.333, 2.845, -0.242], [-3.888, 0.973, -1.609], [-4.967, 0.453, -0.344], [-3.780, 1.887, -0.215], [-4.903, 3.264, -1.681], [-6.499, 0.821, -2.519], [-6.243, 2.314, -3.311], [3.696, 0.182, -1.565], [3.344, -1.061, -2.375], [2.927, -2.305, -1.543], [1.724, -2.725, -2.156], [1.241, -1.814, -2.957], [0.239, -1.903, -3.604], [2.121, -0.790, -3.110], [3.006, 0.337, -0.734], [3.620, 0.997, -2.286], [4.683, 0.225, -1.101], [4.092, -1.270, -3.140], [2.794, -2.014, -0.501], [3.692, -3.075, -1.581], [1.890, 0.763, 2.280], [0.932, -0.022, 1.378], [-0.481, -0.207, 1.916], [-1.345, 0.426, 0.964], [-0.638, 0.949, -0.047], [-1.049, 1.606, -0.941], [0.672, 0.722, 0.179], [2.892, 0.818, 1.864], [2.051, 0.346, 3.271], [1.407, 1.736, 2.381], [1.421, -0.944, 1.062], [-0.477, 0.271, 2.897], [-0.831, -1.233, 1.985], [-2.011, -3.808, -1.580], [-2.670, -4.244, -0.280], [-3.027, -3.146, 0.713], [-4.399, -3.355, 0.986], [-4.898, -4.311, 0.164], [-6.047, -4.605, 0.103], [-3.930, -4.881, -0.544], [-1.089, -3.268, -1.369], [-2.676, -3.143, -2.142], [-1.825, -4.595, -2.309], [-2.024, -5.021, 0.136], [-2.834, -2.179, 0.237], [-2.472, -3.190, 1.649], [1.476, -6.332, -2.387], [1.383, -6.324, -0.896], [2.681, -6.311, -0.111], [2.541, -5.250, 0.826], [1.370, -4.572, 0.562], [1.123, -3.563, 1.135], [0.698, -5.140, -0.435], [0.527, -5.910, -2.731], [1.477, -7.344, -2.788], [2.268, -5.707, -2.795], [0.795, -7.173, -0.537], [3.559, -6.138, -0.746], [2.960, -7.235, 0.399], [-2.440, 0.254, -3.846], [-3.174, 0.486, -5.144], [-3.373, -0.739, -6.067], [-4.759, -0.762, -6.341], [-5.406, 0.160, -5.583], [-6.590, 0.250, -5.597], [-4.531, 0.710, -4.724], [-2.559, 1.161, -3.257], [-1.372, 0.102, -4.026], [-2.785, -0.665, -3.375], [-2.844, 1.360, -5.712], [-3.050, -1.649, -5.558], [-2.744, -0.603, -6.947], [-2.312, -1.530, 4.401], [-2.972, -1.463, 6.258], [-3.714, -2.754, 6.589], [-4.490, -2.591, 8.400], [-3.565, -0.563, 6.389], [-2.064, -1.330, 6.840], [-2.980, -3.547, 6.462], [-4.518, -2.914, 5.878], [4.478, -0.265, 6.545], [2.914, -0.830, 7.603], [1.871, 0.281, 7.650], [0.982, 0.417, 5.925], [3.254, -0.975, 8.628], [2.499, -1.771, 7.255], [2.292, 1.255, 7.867], [1.111, -0.025, 8.365]],
  "fmax_ev_per_a": 2.48,
  "relative_energy_ev": 1.601,
  "total_charge": 0,
  "orbital_gap_ha": 0.366,
  "smiles": "C[C@H]1COC(=O)O1.C[C@H]1COC(=O)O1.C[C@H]1COC(=O)O1.C[C@H]1COC(=O)O1.C[C@H]1COC(=O)O1.C[C@H]1COC(=O)O1.C[C@H]1COC(=O)O1.C[C@H]1COC(=O)O1.C[C@H]1COC(=O)O1.C[C@H]1COC(=O)O1.BrCCBr.BrCCBr"
}

[2]
{
  "formula": "C44H69F2N9O4PS",
  "method": "the ωB97M-V functional and the def2-TZVPD basis",
  "elements": ["C", "O", "C", "C", "C", "C", "C", "C", "C", "P", "C", "C", "C", "C", "N", "C", "C", "C", "F", "O", "C", "N", "S", "O", "O", "F", "H", "H", "H", "H", "H", "H", "H", "H", "H", "H", "H", "H", "H", "H", "H", "H", "H", "H", "H", "H", "H", "H", "H", "H", "H", "H", "H", "H", "H", "H", "H", "H", "H", "H", "N", "C", "C", "C", "C", "H", "H", "H", "H", "H", "N", "C", "C", "C", "C", "H", "H", "H", "H", "H", "N", "C", "C", "C", "C", "H", "H", "H", "H", "H", "N", "C", "C", "C", "C", "H", "H", "H", "H", "H", "N", "C", "C", "C", "C", "H", "H", "H", "H", "H", "N", "C", "C", "C", "C", "H", "H", "H", "H", "H", "N", "C", "C", "C", "C", "H", "H", "H", "H", "H"],
  "xyz": [[2.560, 0.000, 0.997], [2.305, 1.389, 0.686], [3.196, 1.907, -0.334], [2.443, 2.349, -1.696], [2.487, 1.187, -2.845], [1.606, -0.053, -2.313], [0.356, -0.435, -3.268], [-0.774, 0.721, -3.201], [-2.275, 0.184, -2.977], [-3.143, 0.820, -1.404], [-3.419, 2.531, -2.204], [-2.211, 3.581, -2.018], [-2.877, 5.070, -2.138], [-1.904, 6.152, -2.815], [-0.957, 6.684, -1.746], [-4.897, 0.329, -2.041], [-5.626, -0.802, -1.166], [-7.230, -0.646, -1.457], [-5.312, -2.167, -1.606], [-2.981, -0.710, -0.546], [-1.616, -0.973, -0.245], [-0.538, -1.535, -0.313], [-3.982, 1.699, 0.453], [-3.157, 2.839, 0.989], [-5.445, 2.041, 0.337], [-3.893, 0.463, 1.648], [2.966, -0.579, 0.078], [3.258, -0.158, 1.906], [1.577, -0.546, 1.278], [4.072, 1.190, -0.497], [3.659, 2.877, 0.107], [1.313, 2.517, -1.496], [2.899, 3.340, -2.053], [2.189, 1.585, -3.874], [3.600, 0.858, -2.884], [2.278, -0.977, -2.191], [1.135, 0.284, -1.311], [0.787, -0.462, -4.347], [-0.052, -1.495, -3.082], [-0.738, 1.252, -4.233], [-0.412, 1.494, -2.441], [-2.850, 0.407, -3.960], [-2.206, -0.976, -2.943], [-1.842, 1.185, -0.859], [-4.375, 3.070, -1.830], [-3.581, 2.392, -3.340], [-1.481, 3.499, -2.917], [-1.613, 3.441, -1.056], [-3.805, 4.957, -2.818], [-3.259, 5.412, -1.105], [-2.501, 7.073, -3.167], [-1.310, 5.774, -3.715], [-0.261, 5.927, -1.640], [-1.553, 6.732, -0.893], [-5.565, 1.265, -2.174], [-4.802, -0.110, -3.111], [-5.515, -0.691, -0.037], [-7.842, -0.715, -0.473], [-7.499, 0.366, -1.917], [-7.575, -1.511, -2.124], [-5.583, 3.760, 4.383], [-6.114, 3.648, 3.126], [-7.363, 4.220, 3.141], [-7.592, 4.700, 4.456], [-6.475, 4.405, 5.199], [-4.677, 3.422, 4.663], [-5.559, 3.170, 2.332], [-8.037, 4.286, 2.300], [-8.475, 5.207, 4.817], [-6.239, 4.596, 6.235], [-3.530, 5.707, -6.146], [-4.787, 6.034, -5.712], [-5.280, 7.012, -6.541], [-4.286, 7.282, -7.514], [-3.219, 6.460, -7.247], [-2.928, 5.020, -5.721], [-5.220, 5.544, -4.853], [-6.250, 7.481, -6.456], [-4.346, 7.998, -8.320], [-2.267, 6.347, -7.743], [1.304, -4.575, 2.050], [1.281, -4.068, 0.779], [2.248, -4.715, 0.048], [2.874, -5.651, 0.908], [2.269, -5.545, 2.136], [0.704, -4.281, 2.804], [0.582, -3.291, 0.505], [2.479, -4.535, -0.992], [3.677, -6.328, 0.656], [2.442, -6.073, 3.063], [4.094, -4.302, 4.801], [4.438, -3.082, 5.319], [5.560, -3.250, 6.093], [5.910, -4.622, 6.035], [4.989, -5.245, 5.229], [3.306, -4.477, 4.198], [3.855, -2.201, 5.093], [6.073, -2.472, 6.639], [6.743, -5.100, 6.529], [4.893, -6.277, 4.924], [7.882, -7.824, 7.965], [9.071, -8.293, 7.473], [8.822, -8.884, 6.258], [7.433, -8.761, 6.005], [6.880, -8.101, 7.074], [7.764, -7.348, 8.845], [9.988, -8.168, 8.028], [9.559, -9.352, 5.621], [6.898, -9.117, 5.137], [5.861, -7.805, 7.278], [3.314, 0.617, 4.900], [3.370, 1.677, 4.035], [4.431, 2.468, 4.402], [5.041, 1.861, 5.529], [4.332, 0.719, 5.812], [2.630, -0.122, 4.871], [2.652, 1.776, 3.234], [4.735, 3.383, 3.914], [5.903, 2.219, 6.072], [4.462, -0.028, 6.581], [1.577, -3.309, -6.408], [1.050, -3.975, -5.334], [-0.173, -4.478, -5.705], [-0.389, -4.107, -7.056], [0.709, -3.389, -7.464], [2.466, -2.835, -6.420], [1.588, -4.031, -4.400], [-0.837, -5.051, -5.075], [-1.252, -4.341, -7.662], [0.945, -2.929, -8.411]],
  "fmax_ev_per_a": 6.16,
  "relative_energy_ev": 5.345,
  "total_charge": -1,
  "orbital_gap_ha": 0.292
}